## i
{"formula": "C2H12O5", "method": "the ωB97M-V functional and the def2-TZVPD basis", "elements": ["C", "C", "O", "H", "H", "H", "H", "O", "H", "H", "O", "H", "H", "O", "H", "H", "O", "H", "H"], "coordinates": [[2.827, 2.326, 2.192], [2.640, 1.348, 1.323], [1.421, 0.697, 1.194], [3.836, 2.715, 2.228], [2.018, 2.713, 2.792], [3.372, 0.988, 0.609], [1.116, 0.679, 0.278], [-1.803, -4.222, -0.591], [-0.921, -3.876, -0.755], [-2.385, -3.444, -0.639], [0.205, 0.575, -3.712], [0.064, 1.504, -3.489], [-0.647, 0.164, -3.528], [-2.629, -1.525, -0.759], [-3.206, -0.793, -1.006], [-1.915, -1.208, -0.184], [-1.409, 0.166, 1.073], [-2.026, 0.755, 1.522], [-0.559, 0.436, 1.452]], "mulliken_charge": [-0.6228, -0.0220, -0.5120, 0.2308, 0.2556, 0.3119, 0.3113, -0.6526, 0.2857, 0.3965, -0.6442, 0.3176, 0.3260, -0.6671, 0.2694, 0.3980, -0.6499, 0.2793, 0.3885], "smiles": "C=CO.O.O.O.O", "orbital_gap_ha": 0.372, "homo_ev": -10.02, "lumo_ev": 0.12}

***

## ii
{"formula": "C2H12O5", "method": "the ωB97M-V functional and the def2-TZVPD basis", "elements": ["C", "C", "O", "H", "H", "H", "H", "O", "H", "H", "O", "H", "H", "O", "H", "H", "O", "H", "H"], "coordinates": [[0.240, 3.110, 1.087], [0.513, 1.764, 1.016], [0.248, 0.901, 0.069], [0.410, 3.698, 2.026], [-0.050, 3.582, 0.146], [0.291, 1.371, 1.983], [0.200, -0.008, 0.481], [3.203, -0.902, -0.459], [3.500, -0.217, 0.241], [3.939, -1.065, -1.080], [-0.177, -1.377, 0.548], [-0.853, -1.778, -0.022], [0.404, -2.151, 0.695], [-2.063, -2.815, -0.767], [-2.850, -2.744, -0.215], [-2.149, -2.429, -1.623], [-1.708, -0.050, -1.554], [-2.199, 0.631, -0.929], [-0.900, 0.479, -1.645]], "mulliken_charge": [-0.7029, -0.0185, -0.4353, 0.2280, 0.2390, 0.2369, 0.4507, -0.6285, 0.3249, 0.3071, -0.6325, 0.3708, 0.3144, -0.7118, 0.3255, 0.3133, -0.6317, 0.3305, 0.3199], "smiles": "C=CO.O.O.O.O", "orbital_gap_ha": 0.320, "homo_ev": -8.12, "lumo_ev": 0.58}

***

Best to worst by energy: i, ii.

***

## i
{"formula": "C4H9N", "method": "the ωB97M-V functional and the def2-TZVPD basis", "elements": ["C", "C", "H", "H", "H", "H", "C", "C", "N", "H", "H", "H", "H", "H"], "coordinates": [[1.940, -0.617, -1.076], [2.479, -0.009, 0.026], [0.918, -0.451, -1.429], [2.283, -1.640, -1.401], [2.084, 0.939, 0.311], [3.260, -0.382, 0.713], [-1.182, 1.359, 0.083], [-2.021, 0.367, 0.304], [-1.745, -0.863, 0.821], [-0.062, 1.381, 0.038], [-1.594, 2.197, -0.521], [-3.076, 0.474, 0.039], [-2.433, -1.408, 1.216], [-0.851, -1.345, 0.876]], "lowdin_spin": [0.3532, 0.3862, 0.0545, 0.0427, 0.0339, 0.0496, 0.0072, 0.0213, 0.0135, 0.0044, 0.0017, 0.0062, 0.0090, 0.0166], "charge": -1, "orbital_gap_ha": [0.092, 0.253], "homo_ev": [1.48, -3.10], "lumo_ev": [3.97, 3.80], "spin_multiplicity": 2}

***

## ii
{"formula": "C4H9N", "method": "the ωB97M-V functional and the def2-TZVPD basis", "elements": ["C", "C", "C", "N", "C", "H", "H", "H", "H", "H", "H", "H", "H", "H"], "coordinates": [[1.633, 0.070, 1.865], [0.263, 0.305, 1.273], [0.026, -0.015, -0.005], [-1.171, -0.034, -0.672], [-1.270, -0.210, -2.097], [1.833, 0.769, 2.685], [1.705, -0.940, 2.303], [2.424, 0.085, 1.123], [-0.517, 0.585, 1.968], [0.859, -0.296, -0.614], [-1.889, 0.543, -0.265], [-0.395, -0.669, -2.555], [-2.045, -0.902, -2.339], [-1.455, 0.710, -2.670]], "lowdin_spin": [0.0179, 0.0429, 0.1148, 0.0237, 0.4749, 0.0017, 0.0015, 0.0056, 0.0058, 0.0295, 0.0471, 0.0686, 0.0738, 0.0921], "charge": -1, "orbital_gap_ha": [0.092, 0.287], "homo_ev": [1.51, -3.86], "lumo_ev": [4.01, 3.95], "spin_multiplicity": 2}

***

Best to worst by energy: ii, i.

***

## i
{"formula": "ClH2O3PS", "method": "the ωB97M-V functional and the def2-TZVPD basis", "elements": ["O", "O", "O", "P", "S", "Cl", "H", "H"], "coordinates": [[0.684, 0.686, 1.704], [-1.394, 0.626, -0.056], [0.628, 1.796, 0.812], [-0.258, 1.623, -0.572], [0.806, -3.282, -1.263], [0.803, -1.335, -1.052], [0.432, 0.016, 0.993], [-1.702, -0.130, -0.566]], "mulliken_charge": [-0.2737, -0.4302, -0.1482, 0.2031, -0.0263, -0.0385, 0.3524, 0.3615], "orbital_gap_ha": [0.335, 0.170], "homo_ev": [-10.00, -7.55], "lumo_ev": [-0.88, -2.92]}

***

## ii
{"formula": "ClH2O3PS", "method": "the ωB97M-V functional and the def2-TZVPD basis", "elements": ["O", "O", "P", "O", "S", "Cl", "H", "H"], "coordinates": [[0.175, 1.748, -0.798], [0.320, 0.995, 0.411], [-0.334, -0.500, 0.385], [0.298, -1.294, -0.838], [-0.031, -1.404, 2.379], [-2.045, -0.124, -0.411], [0.734, 2.473, -0.518], [0.883, -1.895, -0.609]], "mulliken_charge": [-0.2978, -0.1706, 0.7537, -0.4348, -0.3521, -0.1506, 0.3339, 0.3183], "smiles": "OO[P@@](O)(=S)Cl", "orbital_gap_ha": 0.342, "homo_ev": -9.16, "lumo_ev": 0.15}

***

Best to worst by energy: ii, i.

***

## i
{"formula": "C6H6N2O2", "method": "the ωB97M-V functional and the def2-TZVPD basis", "elements": ["O", "C", "C", "C", "N", "C", "O", "N", "H", "H", "H", "H", "C", "C", "H", "H"], "coordinates": [[-1.422, -2.715, 1.240], [-0.775, -1.742, 1.550], [-0.653, -0.444, 0.637], [0.248, 0.495, 0.857], [1.027, 0.417, 1.956], [0.931, -0.646, 2.915], [1.571, -0.581, 3.888], [-0.124, -1.587, 2.710], [-1.279, -0.456, -0.167], [0.441, 1.167, 0.020], [1.999, 0.999, 2.077], [-0.357, -2.167, 3.510], [-0.785, 1.628, -4.876], [-0.013, 2.044, -5.691], [-1.386, 1.181, -4.133], [0.578, 2.409, -6.493]], "mulliken_charge": [-0.5824, 0.4839, -0.7206, 0.0139, -0.1808, 0.2181, -0.5167, -0.0767, 0.4504, 0.3564, 0.3114, 0.2424, -0.3854, -0.3660, 0.3864, 0.3656], "smiles": "O=c1cc[nH]c(=O)[nH]1.C#C", "orbital_gap_ha": 0.358, "homo_ev": -9.30, "lumo_ev": 0.44}

***

## ii
{"formula": "C6H6N2O2", "method": "the ωB97M-V functional and the def2-TZVPD basis", "elements": ["N", "C", "C", "C", "O", "C", "N", "C", "C", "O", "H", "H", "H", "H", "H", "H"], "coordinates": [[2.523, -1.126, 0.233], [1.271, -0.657, 0.062], [0.112, -1.416, -0.093], [-1.163, -0.855, -0.057], [-2.242, -1.472, -0.015], [-1.251, 0.663, 0.063], [-2.495, 1.088, 0.073], [-0.115, 1.469, -0.046], [1.154, 0.883, 0.034], [2.177, 1.556, -0.080], [3.293, -0.421, -0.113], [2.868, -2.062, -0.270], [0.086, -2.501, -0.161], [-3.176, 0.298, 0.294], [-2.762, 2.016, 0.081], [-0.279, 2.536, -0.003]], "mulliken_charge": [-0.5610, 0.3709, -0.8153, 0.7547, -0.6906, 0.3928, -0.3657, -0.8930, 0.7604, -0.6520, 0.3254, 0.3024, 0.3238, 0.2896, 0.1519, 0.3057], "smiles": "NC1=CC(=O)C(N)=CC1=O", "orbital_gap_ha": 0.278, "homo_ev": -8.51, "lumo_ev": -0.95}

***

Best to worst by energy: ii, i.

***

## i
{"formula": "C6H6N2O2", "method": "the ωB97M-V functional and the def2-TZVPD basis", "elements": ["O", "C", "C", "C", "N", "C", "O", "N", "H", "H", "H", "H", "C", "C", "H", "H"], "coordinates": [[2.468, 0.091, -1.407], [1.491, -0.323, -0.713], [1.424, -0.856, 0.671], [0.222, -1.139, 1.276], [-1.052, -1.199, 0.482], [-1.009, -0.793, -0.825], [-2.061, -0.868, -1.418], [0.232, -0.305, -1.335], [2.311, -0.749, 1.248], [0.133, -1.105, 2.271], [-1.944, -1.514, 1.001], [0.274, -0.136, -2.284], [-1.068, 2.191, -0.167], [-0.081, 2.196, 0.552], [-2.308, 2.477, -0.366], [0.968, 2.032, 1.015]], "mulliken_charge": [-0.6485, 0.5477, -0.6549, -0.1920, -0.0821, 0.2085, -0.6026, 0.0574, 0.4400, 0.4486, 0.2793, 0.1479, -0.3802, -0.2166, 0.2887, 0.3588], "smiles": "O=c1cc[nH]c(=O)[nH]1.C#C", "orbital_gap_ha": 0.357, "homo_ev": -9.72, "lumo_ev": -0.01}

***

## ii
{"formula": "C6H6N2O2", "method": "the ωB97M-V functional and the def2-TZVPD basis", "elements": ["O", "C", "C", "N", "N", "C", "C", "C", "C", "H", "H", "H", "H", "O", "H", "H"], "coordinates": [[0.707, 1.634, -1.272], [0.456, 0.844, -0.391], [1.352, -0.360, -0.083], [1.791, -0.575, 1.147], [-0.617, 0.949, 0.451], [-1.938, 1.388, 0.110], [-1.703, 0.003, 0.655], [-1.812, -1.145, -0.221], [-1.855, -2.115, -0.944], [-2.382, 2.133, 0.771], [-2.166, 1.479, -0.954], [-1.949, -0.182, 1.703], [-1.910, -2.910, -1.666], [2.342, -0.613, -0.847], [1.117, -0.367, 1.875], [2.916, -0.948, 0.500]], "mulliken_charge": [-0.5318, 0.4569, 0.4480, -0.5332, -0.0928, -0.3651, -0.2869, -0.7036, 0.2846, 0.2380, 0.2817, 0.3253, 0.4144, -0.6705, 0.2159, 0.5190], "orbital_gap_ha": 0.368, "homo_ev": -9.90, "lumo_ev": 0.12}

***

Best to worst by energy: i, ii.

***

## i
{"formula": "CH5N3", "method": "the ωB97M-V functional and the def2-TZVPD basis", "elements": ["N", "C", "N", "N", "H", "H", "H", "H", "H"], "coordinates": [[-0.081, 1.483, -0.048], [-0.018, 0.213, 0.011], [1.083, -0.577, -0.044], [-1.290, -0.415, -0.007], [0.836, 2.010, -0.026], [1.995, -0.109, 0.252], [1.056, -1.558, -0.151], [-1.554, -1.407, -0.036], [-2.027, 0.361, 0.049]], "mulliken_charge": [-0.6889, 0.5545, -0.4091, -0.4533, 0.1773, 0.2081, 0.1791, 0.1716, 0.2607], "smiles": "N=C(N)N", "orbital_gap_ha": 0.348, "homo_ev": -8.60, "lumo_ev": 0.88}

***

## ii
{"formula": "CH5N3", "method": "the ωB97M-V functional and the def2-TZVPD basis", "elements": ["H", "N", "C", "N", "N", "H", "H", "H", "H"], "coordinates": [[-2.033, 0.949, -0.084], [-1.924, -0.066, -0.023], [-0.666, -0.347, 0.049], [0.465, 0.447, 0.081], [1.740, -0.049, -0.077], [-0.340, -1.430, 0.073], [0.388, 1.403, -0.238], [1.788, -0.826, -0.744], [2.224, -0.343, 0.828]], "mulliken_charge": [0.2030, -0.5884, 0.0365, -0.0635, -0.6107, 0.3089, 0.2251, 0.2409, 0.2483], "smiles": "[H]/N=C\\NN", "orbital_gap_ha": 0.376, "homo_ev": -9.19, "lumo_ev": 1.06}

***

Best to worst by energy: i, ii.

***

## i
{"formula": "CH5N3", "method": "the ωB97M-V functional and the def2-TZVPD basis", "elements": ["N", "C", "N", "N", "H", "H", "H", "H", "H"], "coordinates": [[-1.450, 0.008, 0.186], [-0.149, 0.034, -0.002], [0.712, -1.088, 0.246], [0.677, 1.168, -0.432], [-1.803, -0.878, 0.435], [0.070, -1.885, 0.261], [1.367, -1.187, 0.975], [1.475, 1.103, -0.911], [0.206, 2.024, -0.755]], "mulliken_charge": [-0.6594, 0.5300, -0.4926, -0.4556, 0.2097, 0.2200, 0.2035, 0.2142, 0.2302], "smiles": "N=C(N)N", "orbital_gap_ha": 0.372, "homo_ev": -9.14, "lumo_ev": 0.98}

***

## ii
{"formula": "CH5N3", "method": "the ωB97M-V functional and the def2-TZVPD basis", "elements": ["H", "N", "C", "N", "N", "H", "H", "H", "H"], "coordinates": [[-0.432, -1.525, 1.670], [-0.354, -0.528, 1.948], [-0.205, 0.163, 0.890], [-0.178, -0.304, -0.397], [0.388, 0.377, -1.471], [-0.142, 1.257, 0.965], [-0.169, -1.291, -0.537], [1.325, 0.741, -1.264], [-0.233, 1.111, -1.805]], "mulliken_charge": [0.1988, -0.6014, 0.0702, -0.1125, -0.5897, 0.3422, 0.2146, 0.2346, 0.2431], "smiles": "[H]/N=C\\NN", "orbital_gap_ha": 0.380, "homo_ev": -9.28, "lumo_ev": 1.06}

***

Best to worst by energy: i, ii.

***

## i
{"formula": "C10H15N2O3", "method": "the ωB97M-V functional and the def2-TZVPD basis", "elements": ["O", "C", "C", "C", "N", "O", "N", "C", "C", "C", "C", "C", "O", "C", "C", "H", "H", "H", "H", "H", "H", "H", "H", "H", "H", "H", "H", "H", "H", "H"], "coordinates": [[0.356, -3.886, -0.555], [0.997, -3.366, -1.397], [1.443, -1.934, -1.444], [1.124, -1.221, -0.217], [1.232, -1.624, 1.049], [0.724, -0.981, 2.024], [0.614, 0.095, -0.248], [-0.385, 0.377, 0.557], [-1.578, -0.554, 0.821], [-2.686, 0.455, 1.073], [-2.280, 1.740, 0.312], [-0.778, 1.775, 0.669], [-0.164, 2.649, -0.272], [1.285, 2.516, -0.396], [1.687, 1.051, -0.702], [1.166, -3.883, -2.293], [0.891, -1.382, -2.325], [2.550, -1.894, -1.726], [1.692, -2.514, 1.416], [-1.352, -1.149, 1.698], [-1.785, -1.199, -0.054], [-2.741, 0.752, 2.139], [-3.676, -0.073, 0.892], [-2.193, 1.754, -0.772], [-2.980, 2.600, 0.606], [-0.684, 2.285, 1.670], [1.709, 2.800, 0.657], [1.517, 3.179, -1.119], [1.675, 0.764, -1.803], [2.620, 0.870, -0.261]], "mulliken_charge": [-0.4137, -0.2060, -0.5383, -0.1339, 0.3478, -0.6224, 0.2275, 0.3374, -0.4203, -0.6448, -0.8056, 0.2806, -0.4423, -0.6507, -0.3702, 0.4763, 0.2976, 0.3163, 0.2700, 0.3877, 0.3312, 0.3269, 0.3415, 0.3368, 0.3313, 0.2379, 0.2934, 0.4140, 0.3520, 0.3422], "charge": 1, "smiles": "O=CC/C(=[NH+]/[O-])[N+]1=C2CCC[C@@H]2OCC1", "orbital_gap_ha": [0.335, 0.335], "homo_ev": [-13.26, -13.26], "lumo_ev": [-4.15, -4.15]}

***

## ii
{"formula": "C10H15N2O3", "method": "the ωB97M-V functional and the def2-TZVPD basis", "elements": ["C", "N", "C", "C", "C", "O", "O", "C", "O", "C", "C", "C", "C", "N", "C", "H", "H", "H", "H", "H", "H", "H", "H", "H", "H", "H", "H", "H", "H", "H"], "coordinates": [[0.721, 2.002, 1.140], [-0.233, 1.124, 0.447], [-1.166, 1.825, -0.470], [-1.798, 0.692, -1.257], [-0.609, -0.253, -1.548], [-1.074, -1.552, -1.565], [0.060, 0.081, -2.723], [0.371, 0.020, -0.344], [1.832, 0.535, -0.926], [0.695, -1.180, 0.497], [1.955, -1.777, 0.464], [2.191, -2.891, 1.248], [1.158, -3.372, 2.041], [-0.041, -2.818, 2.065], [-0.274, -1.763, 1.315], [1.408, 1.402, 1.733], [1.301, 2.562, 0.407], [0.175, 2.689, 1.785], [-0.794, 0.640, 1.162], [-0.575, 2.466, -1.130], [-1.880, 2.431, 0.084], [-2.542, 0.143, -0.681], [-2.259, 1.033, -2.181], [-0.391, -2.172, -1.853], [-0.473, -0.165, -3.491], [1.711, 0.591, -1.882], [2.732, -1.361, -0.158], [3.158, -3.370, 1.240], [1.289, -4.237, 2.675], [-1.292, -1.391, 1.357]], "mulliken_charge": [-0.8596, -0.0052, -0.4803, -1.0928, 0.9585, -0.5578, -0.6803, 1.3202, -0.6664, -0.7713, -0.5440, -0.4671, -0.3839, -0.6295, -0.2352, 0.3162, 0.3551, 0.3787, 0.5262, 0.3505, 0.4473, 0.3778, 0.3910, 0.4103, 0.4749, 0.3522, 0.5130, 0.4368, 0.4098, 0.3549], "charge": 1, "smiles": "C[N@H+]1CCC(O)(O)[C@]1(O)c1cccnc1", "orbital_gap_ha": 0.378, "homo_ev": -13.15, "lumo_ev": -2.87}

***

Best to worst by energy: ii, i.